Entry 1:
Computed, not measured: a 9-piece molecular cluster, C54H135N9O18 overall in a non-equilibrium geometry, with wB97M-V/def2-TZVPD.

Properties
LUMO level = 0.023 Ha
ΔE to the lowest compared entry with this formula, charge and spin = 570.1 kJ/mol
orbital gap = 9.04 eV
SMILES = COCCNCCOC.COCCNCCOC.COCCNCCOC.COCCNCCOC.COCCNCCOC.COCCNCCOC.COCCNCCOC.COCCNCCOC.COCCNCCOC
multiplicity = 1
total charge = 0
total energy = -108436.6766 eV
highest occupied orbital energy = -8.4 eV

Last column: Löwdin charge in e.
Cartesian coordinates (Å):
C: -2.53 -1.67 4.89  -0.12
O: -1.59 -2.60 5.39  -0.19
C: -1.31 -2.27 6.74  -0.24
C: -0.10 -3.03 7.20  -0.18
N: 0.25 -2.79 8.63  -0.05
C: 1.51 -2.08 8.82  -0.20
C: 2.73 -2.88 8.29  -0.22
O: 2.54 -4.25 8.59  -0.19
C: 3.76 -4.95 8.37  -0.10
H: -2.10 -0.68 4.73  0.08
H: -3.44 -1.56 5.49  0.09
H: -2.87 -2.11 3.95  0.09
H: -2.22 -2.38 7.35  0.12
H: -1.02 -1.21 6.87  0.12
H: 0.75 -2.60 6.66  0.09
H: -0.17 -4.11 7.03  0.12
H: 0.32 -3.74 8.96  0.09
H: 1.64 -1.94 9.90  0.11
H: 1.50 -1.06 8.44  0.11
H: 3.59 -2.49 8.83  0.12
H: 2.70 -2.77 7.20  0.11
H: 3.48 -5.97 8.11  0.08
H: 4.47 -4.95 9.19  0.09
H: 4.21 -4.55 7.45  0.07
C: 1.12 -1.20 3.43  -0.11
O: 0.50 -1.95 2.39  -0.18
C: 1.04 -1.58 1.15  -0.23
C: 0.15 -2.13 0.01  -0.21
N: 0.41 -1.43 -1.23  -0.06
C: -0.36 -0.22 -1.35  -0.20
C: 0.05 0.43 -2.68  -0.20
O: -0.56 1.67 -2.97  -0.18
C: 0.11 2.73 -2.35  -0.11
H: 0.86 -0.15 3.32  0.09
H: 2.19 -1.42 3.44  0.09
H: 0.67 -1.54 4.36  0.07
H: 2.01 -2.06 0.94  0.12
H: 1.12 -0.50 1.03  0.11
H: -0.90 -2.21 0.33  0.12
H: 0.44 -3.18 -0.08  0.09
H: 0.53 -2.05 -2.02  0.10
H: -0.18 0.47 -0.52  0.09
H: -1.43 -0.49 -1.32  0.12
H: -0.26 -0.25 -3.47  0.10
H: 1.14 0.54 -2.72  0.13
H: -0.01 2.79 -1.26  0.07
H: -0.35 3.72 -2.51  0.08
H: 1.13 2.75 -2.75  0.08
C: 1.67 -4.76 -3.59  -0.09
O: 0.63 -3.87 -4.02  -0.21
C: 0.99 -3.19 -5.20  -0.24
C: -0.19 -2.39 -5.72  -0.21
N: 0.20 -1.54 -6.83  -0.06
C: -0.91 -0.95 -7.56  -0.21
C: -1.70 0.13 -6.83  -0.25
O: -0.88 1.26 -6.67  -0.19
C: -1.58 2.36 -6.11  -0.10
H: 1.17 -5.59 -3.10  0.08
H: 2.28 -4.33 -2.79  0.08
H: 2.27 -5.06 -4.45  0.08
H: 1.23 -3.93 -5.98  0.12
H: 1.84 -2.52 -5.02  0.13
H: -0.38 -1.72 -4.87  0.09
H: -1.02 -3.05 -5.97  0.13
H: 0.88 -0.83 -6.63  0.11
H: -1.52 -1.76 -7.96  0.12
H: -0.54 -0.44 -8.46  0.12
H: -2.10 -0.21 -5.87  0.12
H: -2.59 0.35 -7.44  0.12
H: -0.88 3.19 -6.16  0.09
H: -1.99 2.12 -5.13  0.08
H: -2.42 2.68 -6.75  0.07
C: 3.17 8.57 -3.26  -0.11
O: 2.20 8.17 -4.20  -0.20
C: 1.44 7.02 -3.89  -0.22
C: 2.26 5.75 -3.85  -0.21
N: 2.57 5.17 -5.14  -0.06
C: 3.56 4.12 -5.03  -0.23
C: 4.10 3.61 -6.34  -0.22
O: 5.09 2.62 -6.19  -0.20
C: 4.66 1.31 -5.90  -0.10
H: 2.76 8.54 -2.25  0.09
H: 3.36 9.64 -3.39  0.09
H: 4.07 7.97 -3.41  0.08
H: 0.69 6.98 -4.68  0.11
H: 0.92 7.15 -2.93  0.12
H: 1.77 5.02 -3.19  0.10
H: 3.25 5.91 -3.39  0.11
H: 2.80 5.83 -5.88  0.11
H: 3.16 3.41 -4.30  0.11
H: 4.46 4.50 -4.48  0.12
H: 4.46 4.43 -6.96  0.13
H: 3.31 3.10 -6.91  0.12
H: 5.57 0.73 -5.79  0.09
H: 3.92 0.97 -6.64  0.09
H: 4.17 1.27 -4.92  0.08
C: -8.23 5.82 -11.46  -0.12
O: -7.41 5.83 -10.30  -0.17
C: -6.11 6.24 -10.69  -0.25
C: -4.98 5.52 -9.98  -0.21
N: -4.77 6.05 -8.63  -0.07
C: -3.79 5.36 -7.83  -0.22
C: -3.89 5.81 -6.39  -0.23
O: -3.07 5.01 -5.55  -0.18
C: -2.58 5.73 -4.45  -0.12
H: -8.13 6.79 -11.96  0.09
H: -9.29 5.60 -11.33  0.09
H: -7.81 5.12 -12.19  0.08
H: -5.95 7.32 -10.67  0.13
H: -5.96 5.90 -11.72  0.11
H: -4.04 5.59 -10.52  0.12
H: -5.26 4.46 -9.93  0.12
H: -5.67 6.09 -8.17  0.11
H: -2.81 5.64 -8.23  0.13
H: -3.80 4.26 -7.89  0.11
H: -4.91 5.82 -5.98  0.13
H: -3.67 6.89 -6.37  0.13
H: -2.25 4.93 -3.78  0.08
H: -3.33 6.26 -3.84  0.09
H: -1.76 6.45 -4.50  0.08
C: 2.73 0.76 6.16  -0.10
O: 3.48 1.86 5.70  -0.18
C: 3.87 2.72 6.74  -0.23
C: 2.79 3.33 7.62  -0.21
N: 2.55 2.62 8.87  -0.05
C: 3.71 2.63 9.76  -0.22
C: 3.36 1.80 11.01  -0.22
O: 2.28 2.38 11.71  -0.19
C: 2.66 3.45 12.55  -0.12
H: 1.77 1.09 6.59  0.08
H: 3.31 0.38 7.02  0.08
H: 2.55 -0.07 5.48  0.06
H: 4.44 3.51 6.25  0.12
H: 4.68 2.22 7.30  0.11
H: 1.87 3.27 7.03  0.12
H: 3.01 4.40 7.76  0.11
H: 1.83 3.03 9.46  0.11
H: 4.04 3.65 9.99  0.12
H: 4.56 2.05 9.39  0.11
H: 4.26 1.66 11.63  0.12
H: 3.06 0.82 10.64  0.12
H: 1.96 3.41 13.39  0.09
H: 2.56 4.46 12.14  0.08
H: 3.68 3.34 12.92  0.09
C: -1.84 1.22 1.89  -0.06
O: -2.62 2.45 1.77  -0.20
C: -2.54 2.89 0.43  -0.24
C: -3.60 3.98 0.28  -0.22
N: -3.25 5.21 0.99  -0.03
C: -4.45 6.10 0.98  -0.21
C: -5.41 5.81 2.16  -0.24
O: -4.80 5.37 3.34  -0.19
C: -4.21 6.44 4.06  -0.10
H: -1.72 1.16 2.97  0.08
H: -0.90 1.50 1.41  0.07
H: -2.42 0.45 1.39  0.09
H: -2.65 2.08 -0.30  0.12
H: -1.57 3.40 0.30  0.11
H: -4.59 3.53 0.45  0.12
H: -3.65 4.29 -0.77  0.11
H: -3.22 5.03 1.99  0.09
H: -5.01 6.13 0.05  0.11
H: -4.09 7.13 1.12  0.10
H: -6.13 5.10 1.75  0.12
H: -6.00 6.70 2.39  0.12
H: -3.59 6.00 4.83  0.09
H: -4.93 7.11 4.51  0.09
H: -3.59 7.04 3.38  0.09
C: -0.80 -5.68 0.58  -0.13
O: -1.02 -6.17 -0.71  -0.20
C: -2.28 -5.83 -1.30  -0.19
C: -2.24 -6.11 -2.78  -0.21
N: -1.77 -7.45 -3.14  -0.05
C: -2.83 -8.36 -3.52  -0.20
C: -3.44 -8.00 -4.90  -0.24
O: -4.83 -8.15 -4.83  -0.21
C: -5.47 -8.20 -6.10  -0.10
H: 0.15 -5.15 0.56  0.07
H: -0.84 -6.41 1.39  0.08
H: -1.54 -4.96 0.95  0.09
H: -2.37 -4.75 -1.14  0.12
H: -3.06 -6.39 -0.77  0.13
H: -1.63 -5.44 -3.40  0.11
H: -3.22 -5.80 -3.17  0.12
H: -1.17 -7.81 -2.41  0.10
H: -3.73 -8.40 -2.89  0.12
H: -2.38 -9.34 -3.65  0.11
H: -2.95 -8.71 -5.58  0.11
H: -3.24 -7.01 -5.32  0.12
H: -4.98 -8.87 -6.81  0.08
H: -5.48 -7.16 -6.44  0.09
H: -6.48 -8.57 -5.94  0.08
C: 6.93 -5.09 2.08  -0.10
O: 5.89 -4.12 2.04  -0.18
C: 4.65 -4.68 2.40  -0.22
C: 4.36 -4.64 3.90  -0.19
N: 5.04 -5.70 4.69  -0.07
C: 4.60 -7.08 4.41  -0.19
C: 3.11 -7.33 4.59  -0.25
O: 2.69 -6.86 5.86  -0.21
C: 1.56 -7.61 6.32  -0.09
H: 7.03 -5.52 3.08  0.08
H: 7.82 -4.55 1.79  0.09
H: 6.74 -5.91 1.37  0.09
H: 4.59 -5.72 2.07  0.11
H: 3.87 -4.01 2.02  0.11
H: 3.28 -4.65 4.12  0.11
H: 4.88 -3.77 4.30  0.12
H: 4.78 -5.58 5.66  0.07
H: 5.13 -7.75 5.08  0.12
H: 4.91 -7.26 3.38  0.10
H: 3.01 -8.43 4.55  0.12
H: 2.43 -7.05 3.78  0.12
H: 0.75 -7.77 5.60  0.09
H: 1.10 -6.91 7.02  0.08
H: 1.95 -8.49 6.83  0.09

Entry 2:
Computed, not measured: a 11-piece molecular cluster, C54H138N8O22 overall in a non-equilibrium geometry, with wB97M-V/def2-TZVPD.

Properties
LUMO level = 0.010 Ha
ΔE to the lowest compared entry with this formula, charge and spin = 1041.3 kJ/mol
orbital gap = 8.67 eV
SMILES = COCCNCCOC.COCCNCCOC.COCCNCCOC.COCCNCCOC.COCCNCCOC.COCCNCCOC.COCCNCCOC.COCCNCCOC.OCCO.OCCO.OCCO
multiplicity = 1
total charge = 0
total energy = -115178.5198 eV
highest occupied orbital energy = -8.4 eV

Last column: Löwdin charge in e.
Cartesian coordinates (Å):
C: -2.40 11.37 7.60  -0.26
C: -2.98 10.40 6.59  -0.26
O: -2.09 9.66 5.79  -0.05
O: -1.68 12.35 6.93  -0.08
H: -1.59 11.00 8.23  0.12
H: -3.14 11.82 8.26  0.12
H: -3.79 10.81 5.99  0.12
H: -3.55 9.64 7.13  0.12
H: -1.60 10.31 5.30  0.08
H: -1.32 12.96 7.57  0.09
C: 3.41 5.51 -5.52  -0.21
C: 4.20 4.24 -5.01  -0.26
O: 5.48 4.51 -4.61  -0.06
O: 3.18 6.42 -4.44  -0.08
H: 2.40 5.15 -5.71  0.11
H: 3.87 6.04 -6.35  0.11
H: 4.33 3.46 -5.75  0.12
H: 3.64 3.87 -4.15  0.12
H: 5.61 4.98 -3.79  0.08
H: 4.01 6.63 -4.01  0.06
C: -0.26 10.54 -0.95  -0.24
C: -1.49 11.12 -1.64  -0.26
O: -1.65 12.54 -1.69  -0.06
O: -0.16 10.97 0.42  -0.06
H: 0.61 10.94 -1.47  0.11
H: -0.21 9.48 -1.19  0.12
H: -2.34 10.73 -1.07  0.12
H: -1.63 10.57 -2.57  0.11
H: -0.89 12.97 -2.09  0.08
H: -0.08 11.93 0.42  0.08
C: 5.96 -0.12 5.73  -0.13
O: 4.73 0.53 5.91  -0.21
C: 3.64 0.10 5.06  -0.17
C: 3.16 -1.30 5.44  -0.22
N: 2.59 -2.01 4.28  -0.06
C: 2.11 -3.33 4.70  -0.21
C: 1.13 -3.85 3.64  -0.24
O: 1.16 -5.22 3.91  -0.19
C: -0.01 -6.05 3.68  -0.09
H: 6.02 -1.15 6.08  0.08
H: 6.54 0.59 6.32  0.09
H: 6.38 -0.12 4.72  0.08
H: 4.16 -0.01 4.11  0.11
H: 2.88 0.87 5.11  0.13
H: 2.31 -1.13 6.10  0.11
H: 3.87 -1.92 5.99  0.11
H: 3.40 -2.11 3.68  0.10
H: 1.39 -3.34 5.52  0.11
H: 2.89 -3.97 5.12  0.12
H: 1.54 -3.62 2.66  0.11
H: 0.14 -3.39 3.53  0.12
H: 0.07 -6.91 4.35  0.08
H: -0.06 -6.54 2.70  0.07
H: -1.04 -5.69 3.72  0.08
C: -1.49 -0.23 8.27  -0.12
O: -1.55 0.96 7.52  -0.19
C: -2.04 0.61 6.24  -0.25
C: -1.92 1.85 5.44  -0.24
N: -2.77 2.92 6.00  -0.03
C: -2.65 4.15 5.12  -0.18
C: -3.67 4.07 3.99  -0.23
O: -3.62 5.18 3.13  -0.17
C: -4.66 5.30 2.17  -0.12
H: -1.42 0.14 9.30  0.09
H: -0.67 -0.83 7.87  0.09
H: -2.44 -0.73 8.43  0.09
H: -3.12 0.43 6.26  0.13
H: -1.43 -0.20 5.84  0.12
H: -2.48 1.52 4.56  0.11
H: -0.88 2.11 5.25  0.13
H: -2.32 3.07 6.89  0.09
H: -1.67 4.24 4.66  0.10
H: -2.68 5.01 5.79  0.12
H: -4.63 4.21 4.47  0.12
H: -3.59 3.03 3.66  0.11
H: -4.68 4.75 1.22  0.08
H: -4.52 6.34 1.91  0.08
H: -5.70 5.36 2.50  0.08
C: 2.63 -8.03 -8.14  -0.09
O: 3.13 -8.68 -6.95  -0.21
C: 2.54 -9.99 -6.57  -0.19
C: 3.39 -10.66 -5.55  -0.25
N: 3.79 -9.99 -4.31  -0.03
C: 2.75 -10.14 -3.30  -0.21
C: 1.58 -9.20 -3.25  -0.24
O: 1.92 -7.83 -3.02  -0.19
C: 0.71 -7.02 -2.77  -0.07
H: 3.21 -7.20 -8.53  0.08
H: 1.61 -7.67 -7.97  0.08
H: 2.75 -8.78 -8.92  0.08
H: 2.61 -10.62 -7.45  0.12
H: 1.51 -9.86 -6.24  0.11
H: 4.32 -10.92 -6.07  0.11
H: 3.08 -11.69 -5.40  0.12
H: 3.53 -9.08 -4.68  0.08
H: 3.43 -9.99 -2.46  0.12
H: 2.44 -11.18 -3.30  0.12
H: 0.97 -9.42 -2.37  0.11
H: 0.85 -9.28 -4.06  0.11
H: 0.09 -7.07 -3.67  0.08
H: 0.96 -5.97 -2.64  0.08
H: 0.17 -7.30 -1.86  0.08
C: 8.08 10.95 -3.07  -0.08
O: 7.21 9.96 -3.68  -0.19
C: 7.77 8.64 -3.76  -0.22
C: 7.84 7.93 -2.41  -0.20
N: 6.50 7.79 -1.78  -0.06
C: 6.42 7.28 -0.43  -0.21
C: 7.15 8.24 0.53  -0.28
O: 6.75 9.57 0.63  -0.16
C: 5.41 9.70 1.21  -0.08
H: 7.62 11.24 -2.12  0.08
H: 8.02 11.75 -3.81  0.09
H: 9.10 10.68 -2.81  0.09
H: 8.78 8.52 -4.16  0.12
H: 7.13 8.04 -4.39  0.12
H: 8.51 8.47 -1.74  0.10
H: 8.13 6.89 -2.55  0.12
H: 6.05 8.69 -1.83  0.10
H: 6.62 6.23 -0.24  0.12
H: 5.38 7.36 -0.11  0.10
H: 8.22 8.22 0.31  0.11
H: 7.02 7.75 1.49  0.11
H: 4.88 8.85 1.64  0.09
H: 4.67 9.96 0.45  0.08
H: 5.37 10.58 1.84  0.08
C: -8.59 -4.75 -3.92  -0.11
O: -8.56 -6.17 -3.69  -0.19
C: -7.23 -6.62 -3.81  -0.21
C: -7.19 -8.09 -4.37  -0.21
N: -7.44 -8.44 -5.75  -0.07
C: -8.80 -8.05 -6.24  -0.19
C: -9.02 -8.56 -7.69  -0.19
O: -9.46 -9.94 -7.66  -0.23
C: -9.97 -10.48 -8.89  -0.10
H: -8.06 -4.46 -4.82  0.08
H: -8.09 -4.17 -3.15  0.08
H: -9.62 -4.38 -3.95  0.09
H: -6.92 -6.75 -2.78  0.12
H: -6.51 -5.97 -4.31  0.12
H: -7.70 -8.77 -3.69  0.11
H: -6.20 -8.53 -4.30  0.11
H: -7.49 -9.44 -5.92  0.10
H: -8.89 -6.96 -6.28  0.11
H: -9.55 -8.37 -5.53  0.12
H: -8.24 -8.41 -8.43  0.12
H: -9.87 -8.00 -8.09  0.11
H: -9.62 -11.51 -9.02  0.08
H: -9.51 -9.91 -9.69  0.08
H: -11.05 -10.37 -8.87  0.09
C: 0.43 5.26 1.59  -0.11
O: 0.24 3.90 1.27  -0.18
C: 0.41 3.76 -0.10  -0.23
C: -0.30 2.41 -0.43  -0.22
N: 0.50 1.25 -0.11  -0.07
C: -0.14 -0.10 -0.18  -0.17
C: -1.05 -0.36 -1.42  -0.20
O: -1.82 -1.59 -1.42  -0.20
C: -3.01 -1.50 -2.19  -0.12
H: 1.45 5.44 1.28  0.08
H: 0.44 5.51 2.65  0.09
H: -0.06 6.03 0.99  0.09
H: 1.47 3.68 -0.37  0.13
H: -0.08 4.56 -0.65  0.12
H: -0.54 2.46 -1.49  0.11
H: -1.25 2.35 0.11  0.12
H: 0.85 1.32 0.84  0.10
H: -0.81 -0.12 0.68  0.10
H: 0.45 -0.97 0.11  0.11
H: -0.54 -0.37 -2.38  0.12
H: -1.74 0.48 -1.37  0.09
H: -2.76 -1.71 -3.23  0.08
H: -3.46 -0.50 -2.18  0.08
H: -3.77 -2.16 -1.79  0.08
C: -6.30 -5.26 2.42  -0.16
O: -5.49 -4.20 2.77  -0.21
C: -5.53 -3.06 1.83  -0.13
C: -6.00 -1.82 2.70  -0.20
N: -6.19 -0.67 1.86  -0.06
C: -7.22 -0.72 0.84  -0.20
C: -8.66 -0.86 1.37  -0.23
O: -8.90 0.31 2.14  -0.19
C: -10.11 0.04 2.82  -0.12
H: -6.12 -5.62 1.41  0.08
H: -7.32 -4.90 2.41  0.08
H: -6.26 -6.20 2.98  0.09
H: -6.08 -3.21 0.90  0.10
H: -4.46 -2.94 1.66  0.12
H: -5.33 -1.48 3.49  0.12
H: -6.77 -2.28 3.33  0.10
H: -6.20 0.14 2.46  0.11
H: -7.02 -1.50 0.10  0.10
H: -7.25 0.13 0.16  0.12
H: -8.73 -1.72 2.03  0.11
H: -9.39 -1.03 0.58  0.12
H: -9.90 -0.61 3.67  0.10
H: -10.88 -0.28 2.12  0.09
H: -10.34 1.09 3.03  0.09
C: 7.31 -5.98 1.96  -0.09
O: 6.88 -4.87 1.18  -0.21
C: 5.50 -5.04 0.78  -0.19
C: 5.22 -3.85 -0.19  -0.23
N: 5.46 -2.66 0.52  -0.08
C: 5.89 -1.59 -0.31  -0.19
C: 7.37 -1.62 -0.87  -0.25
O: 8.34 -1.57 0.09  -0.18
C: 9.60 -1.20 -0.42  -0.11
H: 6.87 -6.90 1.57  0.08
H: 6.98 -5.77 2.98  0.09
H: 8.39 -6.10 1.94  0.09
H: 4.78 -5.06 1.60  0.12
H: 5.43 -5.95 0.19  0.12
H: 4.15 -3.93 -0.39  0.12
H: 5.83 -3.96 -1.09  0.12
H: 6.32 -2.92 0.99  0.08
H: 5.85 -0.65 0.24  0.11
H: 5.19 -1.58 -1.15  0.12
H: 7.41 -0.75 -1.53  0.11
H: 7.67 -2.50 -1.44  0.12
H: 9.55 -0.11 -0.32  0.09
H: 9.94 -1.34 -1.45  0.09
H: 10.35 -1.67 0.22  0.09